{
  "formula": "C20H52FN7NbO10P2",
  "method": "wB97M-V/def2-TZVPD",
  "charge": -1,
  "e_homo_ev": -4.33,
  "total_energy_ha": -2768.326170,
  "species": ["N", "P", "Nb", "C", "C", "O", "F", "P", "O", "O", "O", "H", "H", "H", "H", "H", "H", "H", "H", "H", "H", "C", "C", "O", "N", "C", "H", "H", "H", "H", "H", "H", "H", "C", "C", "O", "N", "C", "H", "H", "H", "H", "H", "H", "H", "C", "C", "O", "N", "C", "H", "H", "H", "H", "H", "H", "H", "C", "C", "O", "N", "C", "H", "H", "H", "H", "H", "H", "H", "C", "C", "O", "N", "C", "H", "H", "H", "H", "H", "H", "H", "C", "C", "O", "N", "C", "H", "H", "H", "H", "H", "H", "H"],
  "xyz": [[2.633, 1.489, 3.453], [1.410, 0.395, 3.539], [-0.447, 1.330, 2.012], [-0.427, 3.195, 3.322], [-1.914, 3.838, 3.627], [-2.134, 4.498, 4.798], [-3.096, 3.705, 2.706], [-2.116, 0.087, 3.482], [-1.339, -1.203, 4.056], [-3.395, -0.571, 2.460], [-2.699, 0.972, 4.864], [3.506, 0.970, 3.142], [0.849, 0.345, 4.877], [1.821, -0.945, 3.150], [-0.378, -0.137, 0.896], [-1.766, 1.962, 0.936], [0.851, 2.095, 0.970], [0.219, 3.016, 4.308], [0.171, 4.041, 2.727], [-3.119, -0.478, 1.482], [-3.378, 0.351, 5.309], [4.279, 3.273, -1.157], [3.668, 2.011, -0.618], [3.008, 1.994, 0.419], [3.863, 0.856, -1.319], [4.600, 0.670, -2.546], [4.039, 4.109, -0.494], [5.367, 3.172, -1.204], [3.874, 3.492, -2.149], [3.421, 0.048, -0.894], [3.915, 0.264, -3.294], [5.396, -0.054, -2.357], [5.034, 1.599, -2.917], [-2.153, -3.360, 6.026], [-2.108, -4.045, 7.363], [-1.508, -3.568, 8.323], [-2.762, -5.237, 7.493], [-3.516, -5.955, 6.493], [-1.588, -2.424, 6.075], [-1.698, -3.997, 5.263], [-3.187, -3.125, 5.760], [-2.687, -5.637, 8.421], [-4.537, -6.075, 6.862], [-3.060, -6.939, 6.369], [-3.534, -5.438, 5.533], [1.923, 0.268, -6.663], [1.438, 0.304, -5.241], [2.126, 0.751, -4.326], [0.189, -0.181, -4.979], [-0.763, -0.742, -5.907], [2.932, 0.687, -6.717], [1.959, -0.764, -7.021], [1.266, 0.869, -7.299], [-0.067, -0.123, -4.000], [-1.675, -0.142, -5.861], [-0.988, -1.762, -5.586], [-0.388, -0.757, -6.931], [0.094, -2.842, -0.271], [0.188, -2.191, -1.623], [-0.574, -1.292, -1.971], [1.160, -2.628, -2.477], [2.143, -3.662, -2.256], [-0.725, -2.391, 0.296], [-0.112, -3.910, -0.383], [1.024, -2.689, 0.284], [1.161, -2.142, -3.366], [3.134, -3.215, -2.363], [2.008, -4.426, -3.025], [2.054, -4.118, -1.270], [-4.761, -3.288, -0.338], [-4.985, -4.421, 0.623], [-4.371, -5.483, 0.538], [-5.906, -4.246, 1.615], [-6.722, -3.085, 1.880], [-4.001, -3.574, -1.071], [-5.687, -3.061, -0.873], [-4.405, -2.405, 0.201], [-6.001, -5.052, 2.222], [-6.498, -2.739, 2.892], [-7.770, -3.389, 1.827], [-6.541, -2.277, 1.171], [2.385, 6.897, -3.400], [3.648, 6.129, -3.669], [3.809, 4.975, -3.277], [4.638, 6.752, -4.372], [4.641, 8.091, -4.913], [1.690, 6.272, -2.830], [2.607, 7.790, -2.810], [1.906, 7.173, -4.343], [5.457, 6.172, -4.514], [4.786, 8.019, -5.993], [5.482, 8.631, -4.473], [3.715, 8.627, -4.705]],
  "forces_ev_per_angstrom": [[-0.064, -1.693, -0.064], [0.549, -0.598, 0.889], [3.181, 3.196, -1.766], [-0.590, 1.958, 0.116], [-0.703, 3.294, 6.878], [0.840, -4.464, -8.359], [3.625, 0.266, 2.304], [0.574, -4.180, 1.972], [-2.446, 3.600, -1.525], [1.164, 0.910, -0.202], [-1.645, -2.891, -1.499], [-1.430, 1.072, 0.039], [0.557, -0.486, -0.578], [-0.368, 0.623, 0.704], [-0.020, -0.079, 0.197], [-0.599, -0.797, 0.267], [-0.960, -0.189, -0.199], [-1.955, 0.748, -1.770], [-1.366, -1.799, 1.039], [-0.294, 0.184, 2.405], [1.535, 1.416, -0.694], [-0.117, -0.150, 0.011], [-0.490, -0.148, 0.960], [0.741, -0.019, -0.729], [0.028, 0.308, 0.320], [-0.233, -0.551, 0.084], [-0.042, -0.306, -0.073], [-0.028, 0.039, -0.171], [0.345, -0.260, 0.499], [0.022, 0.272, -0.170], [0.333, 0.180, -0.116], [0.258, 0.047, -0.205], [-0.165, -0.100, 0.142], [0.184, 0.175, 0.208], [0.382, 0.362, 0.547], [-0.319, -0.340, -0.344], [0.218, 0.290, 0.186], [0.041, -0.179, 0.402], [-0.169, -0.314, -0.065], [-0.194, 0.165, -0.082], [0.124, -0.083, -0.193], [-0.031, 0.093, -0.272], [-0.113, -0.129, -0.294], [-0.206, -0.066, -0.278], [0.086, -0.016, 0.235], [0.285, 0.083, -0.245], [-0.184, 0.198, 0.980], [-0.303, -0.245, -0.715], [0.889, 0.259, -0.187], [-0.135, 0.026, 0.410], [-0.259, -0.077, 0.167], [-0.113, 0.130, -0.136], [0.036, -0.204, -0.065], [-0.140, -0.114, 0.120], [-0.097, -0.193, -0.230], [-0.195, -0.019, -0.242], [0.015, 0.044, 0.201], [-0.244, -0.015, 0.176], [-0.378, 0.621, -0.276], [0.257, -0.450, -0.130], [-0.440, 0.203, 0.211], [0.033, 0.230, -0.386], [0.285, 0.007, -0.211], [0.168, 0.006, 0.075], [-0.115, -0.127, 0.021], [0.096, -0.062, 0.221], [0.143, -0.276, 0.108], [0.223, -0.208, 0.154], [-0.073, 0.165, -0.175], [0.173, 0.101, -0.225], [0.228, -0.785, 0.323], [-0.267, 0.444, -0.037], [0.420, -0.236, -0.512], [-0.082, -0.255, 0.361], [-0.174, -0.047, 0.269], [0.083, 0.165, 0.096], [-0.166, 0.004, -0.101], [0.056, 0.254, -0.161], [-0.150, 0.294, -0.121], [-0.102, 0.294, 0.007], [0.065, -0.208, 0.142], [-0.280, -0.035, 0.151], [0.388, -0.897, 0.148], [-0.193, 1.312, -0.864], [-0.349, -0.339, 0.295], [0.400, -0.214, -0.079], [0.294, 0.046, -0.145], [-0.109, 0.024, -0.169], [0.036, 0.151, 0.130], [-0.225, 0.165, 0.042], [-0.065, 0.330, -0.021], [-0.124, 0.284, -0.143], [0.153, -0.195, 0.011]]
}